Record 1
C4H7N in the gas phase at a distorted geometry, computed with ωB97M-V with the def2-TZVPD basis set.

Its SMILES is [H]/N=C1/C[C@@H]1C. As for the spin multiplicity: 1.

XYZ file:
```
12
C4H7N | the OMol25 dataset | ωB97M-V with the def2-TZVPD basis set
H 2.7598 0.4223 0.0347
N 2.2330 -0.5262 -0.1971
C 0.9784 -0.5668 0.1091
C -0.1863 -1.4530 0.0304
C -0.3543 0.0817 0.4619
C -0.9239 1.2639 -0.3644
H -0.4914 -2.0287 -0.9086
H -0.3109 -1.9777 1.0874
H -0.7095 0.1432 1.5467
H -0.4570 1.2464 -1.2847
H -0.6004 2.1907 0.0311
H -1.9374 1.2040 -0.5466
```

Record 2
C4H7N in the gas phase at a distorted geometry, computed with ωB97M-V with the def2-TZVPD basis set.

Its SMILES is CCCC#N. As for the spin multiplicity: 1.

XYZ file:
```
12
C4H7N | the OMol25 dataset | ωB97M-V with the def2-TZVPD basis set
C 0.2364 0.6073 1.2402
C 0.6688 0.2553 -0.1539
C -0.1797 -0.8353 -0.8857
C -1.5329 -0.4507 -1.0209
N -2.6092 0.0151 -0.8675
H 0.9183 -0.2177 1.9892
H -0.9081 0.6494 1.3927
H 0.7228 1.6096 1.4585
H 1.6431 -0.1008 -0.1641
H 0.6890 1.1072 -0.8187
H 0.0960 -1.7684 -0.3124
H 0.2556 -0.8710 -1.8574
```

Computed values of orbital gap (unit: eV) for the preceding records, in sequence: 10.17; 12.06.